Density functional theory data (ωB97M-V/def2-TZVPD) for a 9-piece molecular cluster, C35H47ClN3O24 overall in a non-equilibrium geometry.

Element x y z (Å)
1 C 2.060 -4.263 2.201
2 C 3.010 -3.623 1.673
3 C 4.235 -3.114 0.774
4 N 4.177 -1.616 0.621
5 C 5.071 -1.205 1.784
6 C 4.497 0.118 2.516
7 N 3.068 0.008 2.015
8 C 2.918 -0.951 0.898
9 N 1.728 -1.048 0.299
10 C 1.627 -1.983 -0.806
11 C 1.440 -3.038 -1.461
12 C 0.625 -0.181 0.806
13 C -0.816 -0.499 0.191
14 C -1.622 -1.450 1.194
15 Cl -1.725 1.129 0.196
16 H 1.381 -5.072 2.667
17 H 5.209 -3.514 1.191
18 H 4.132 -3.563 -0.281
19 H 6.187 -1.160 1.513
20 H 5.060 -1.944 2.670
21 H 5.077 1.040 2.204
22 H 4.365 -0.080 3.631
23 H 2.995 0.923 1.516
24 H 1.238 -3.979 -2.055
25 H 0.506 -0.211 1.949
26 H 0.875 0.904 0.554
27 H -0.817 -0.833 -0.892
28 H -1.032 -1.694 2.151
29 H -1.989 -2.425 0.742
30 H -2.558 -0.891 1.557
31 C 7.058 -1.604 -1.818
32 C 6.400 -1.874 -3.139
33 O 7.463 -2.386 -3.927
34 C 8.391 -2.897 -3.067
35 O 9.330 -3.552 -3.400
36 O 8.104 -2.562 -1.776
37 H 6.375 -1.740 -0.977
38 H 7.494 -0.603 -1.764
39 H 5.614 -2.632 -3.068
40 H 5.982 -0.972 -3.589
41 C -4.383 1.748 -2.501
42 C -4.261 3.242 -2.473
43 O -5.267 3.661 -3.384
44 C -6.192 2.664 -3.448
45 O -7.252 2.762 -3.993
46 O -5.755 1.544 -2.812
47 H -4.129 1.290 -1.544
48 H -3.772 1.292 -3.286
49 H -4.478 3.661 -1.487
50 H -3.277 3.586 -2.794
51 C 7.507 -4.418 4.608
52 C 7.850 -5.661 3.843
53 O 7.522 -5.312 2.503
54 C 7.574 -3.958 2.417
55 O 7.515 -3.342 1.388
56 O 7.703 -3.388 3.645
57 H 8.153 -4.268 5.473
58 H 6.464 -4.401 4.936
59 H 8.914 -5.905 3.894
60 H 7.273 -6.526 4.173
61 C -8.741 3.587 -6.476
62 C -8.620 5.080 -6.449
63 O -9.628 5.499 -7.363
64 C -10.553 4.498 -7.426
65 O -11.613 4.594 -7.971
66 O -10.114 3.380 -6.787
67 H -8.487 3.132 -5.519
68 H -8.128 3.131 -7.260
69 H -8.839 5.501 -5.464
70 H -7.636 5.425 -6.771
71 C -2.407 -5.246 1.321
72 C -3.141 -6.307 2.084
73 O -2.169 -6.758 3.019
74 C -1.273 -5.752 3.186
75 O -0.421 -5.740 4.030
76 O -1.468 -4.759 2.274
77 H -3.065 -4.446 0.980
78 H -1.862 -5.648 0.462
79 H -4.000 -5.910 2.632
80 H -3.475 -7.125 1.445
81 C 2.795 3.327 6.599
82 C 2.141 3.046 5.279
83 O 3.215 2.537 4.494
84 C 4.142 2.039 5.359
85 O 5.092 1.387 5.027
86 O 3.851 2.374 6.641
87 H 2.114 3.189 7.439
88 H 3.223 4.331 6.650
89 H 1.362 2.281 5.352
90 H 1.717 3.942 4.825
91 C -8.114 8.633 -7.822
92 C -8.492 9.203 -9.156
93 O -7.422 10.098 -9.435
94 C -6.345 9.673 -8.720
95 O -5.236 10.100 -8.851
96 O -6.694 8.697 -7.836
97 H -8.456 7.606 -7.696
98 H -8.487 9.236 -6.988
99 H -8.531 8.443 -9.940
100 H -9.445 9.733 -9.129
101 C 0.094 -2.718 5.380
102 C 1.197 -1.793 5.802
103 O 0.494 -0.685 6.349
104 C -0.731 -1.140 6.739
105 O -1.509 -0.508 7.388
106 O -0.952 -2.408 6.292
107 H 0.378 -3.768 5.457
108 H -0.254 -2.518 4.362
109 H 1.834 -2.227 6.578
110 H 1.823 -1.480 4.964

M, g/mol: 929.21
Total charge: +1
Maximum force, eV/Å: 4.0
Relative energy (zero: lowest compared OMol25 entry of this formula, charge and spin), kcal/mol: 65.6
HOMO level, eV: -11.83
Frontier orbital gap, eV: 8.0

***

Density functional theory data (ωB97M-V/def2-TZVPD) for a 4-piece molecular cluster, C7H13Br6Cl3 overall in a non-equilibrium geometry.

Element x y z (Å)
1 Cl 2.468 6.333 -14.415
2 C 2.738 7.837 -13.567
3 Cl 1.219 8.764 -13.348
4 Cl 4.015 8.845 -14.213
5 H 3.120 7.424 -12.634
6 Br 0.390 5.061 -16.726
7 C 2.254 4.404 -16.772
8 C 2.479 3.567 -18.008
9 Br 4.455 3.057 -17.970
10 H 2.524 3.777 -15.922
11 H 2.926 5.260 -16.716
12 H 2.239 4.088 -18.934
13 H 1.858 2.671 -18.017
14 Br 7.092 5.973 -6.859
15 C 5.784 6.758 -8.180
16 C 6.403 6.198 -9.516
17 Br 5.430 7.078 -11.102
18 H 5.909 7.838 -8.263
19 H 4.814 6.418 -7.818
20 H 6.184 5.130 -9.536
21 H 7.479 6.221 -9.687
22 Br -2.106 11.128 -15.993
23 C -0.974 9.514 -16.510
24 C 0.570 9.658 -16.627
25 Br 1.017 11.160 -17.825
26 H -1.404 9.116 -17.429
27 H -1.250 8.872 -15.674
28 H 1.035 8.760 -17.035
29 H 0.980 9.983 -15.671

M, g/mol: 682.96
Total charge: 0
Maximum force, eV/Å: 2.8
SMILES: ClC(Cl)Cl.BrCCBr.BrCCBr.BrCCBr
Relative energy (zero: lowest compared OMol25 entry of this formula, charge and spin), kcal/mol: 31.2
HOMO level, eV: -9.98
Frontier orbital gap, eV: 10.2

***

Density functional theory data (ωB97M-V/def2-TZVPD) for a 15-piece molecular cluster, C33H105O42P9 overall in a non-equilibrium geometry.

Element x y z (Å)
1 C -6.053 0.344 4.355
2 O -5.532 0.469 5.702
3 P -4.548 -0.616 6.366
4 O -4.097 -0.298 7.744
5 O -5.288 -2.032 6.288
6 C -6.465 -2.260 6.997
7 O -3.412 -0.717 5.208
8 C -2.512 0.301 4.987
9 H -5.405 -0.037 3.565
10 H -6.392 1.351 4.112
11 H -6.950 -0.267 4.265
12 H -6.409 -2.850 7.912
13 H -7.176 -2.746 6.329
14 H -6.997 -1.348 7.268
15 H -2.843 0.744 4.048
16 H -1.494 -0.071 5.095
17 H -2.687 1.096 5.712
18 C 6.547 -2.071 -7.040
19 O 5.783 -3.158 -6.569
20 P 4.348 -2.995 -5.869
21 O 3.746 -4.273 -5.408
22 O 3.573 -2.182 -6.937
23 C 2.979 -2.809 -8.073
24 O 4.557 -1.805 -4.794
25 C 3.356 -1.490 -4.036
26 H 7.623 -2.079 -6.869
27 H 6.249 -1.127 -6.585
28 H 6.397 -2.010 -8.118
29 H 2.399 -2.206 -8.771
30 H 2.417 -3.717 -7.853
31 H 3.802 -3.140 -8.707
32 H 2.415 -1.835 -4.465
33 H 3.262 -0.431 -3.794
34 H 3.407 -1.909 -3.031
35 C 3.079 -2.438 4.355
36 O 3.303 -2.968 5.659
37 P 2.244 -2.447 6.881
38 O 0.835 -2.893 6.734
39 O 2.440 -0.769 6.890
40 C 1.520 0.034 6.132
41 O 3.043 -2.950 8.182
42 C 2.600 -2.533 9.507
43 H 3.742 -1.587 4.205
44 H 2.078 -2.041 4.184
45 H 3.367 -3.047 3.498
46 H 0.552 -0.397 5.874
47 H 1.854 0.199 5.107
48 H 1.428 1.035 6.555
49 H 1.568 -2.810 9.724
50 H 2.461 -1.470 9.700
51 H 3.212 -2.972 10.296
52 C 5.862 0.577 -1.372
53 O 5.771 -0.463 -0.386
54 P 6.428 -0.256 1.139
55 O 5.815 0.769 1.991
56 O 7.994 0.058 0.876
57 C 8.724 -0.798 -0.031
58 O 6.355 -1.777 1.781
59 C 6.987 -2.152 3.064
60 H 4.890 0.624 -1.862
61 H 6.741 0.569 -2.016
62 H 6.067 1.496 -0.824
63 H 9.412 -0.267 -0.689
64 H 8.101 -1.149 -0.853
65 H 9.207 -1.670 0.410
66 H 6.417 -2.906 3.607
67 H 6.943 -1.401 3.853
68 H 8.035 -2.438 2.975
69 C 2.071 6.507 3.473
70 O 0.976 6.087 4.307
71 P -0.336 5.460 3.631
72 O -0.529 5.789 2.152
73 O -0.169 3.876 4.028
74 C 0.094 3.545 5.399
75 O -1.613 6.006 4.572
76 C -2.992 6.051 4.129
77 H 3.120 6.492 3.768
78 H 1.784 7.507 3.147
79 H 2.118 5.910 2.562
80 H 1.096 3.166 5.600
81 H -0.494 2.647 5.589
82 H 0.063 4.307 6.178
83 H -3.214 5.114 3.617
84 H -3.483 6.882 3.622
85 H -3.561 5.774 5.017
86 C -2.844 -4.643 -5.158
87 O -2.987 -3.768 -6.319
88 P -3.624 -2.204 -6.122
89 O -2.884 -1.329 -5.123
90 O -3.393 -1.697 -7.686
91 C -2.975 -0.319 -8.003
92 O -5.276 -2.227 -6.052
93 C -5.983 -1.066 -5.514
94 H -3.160 -4.127 -4.252
95 H -1.781 -4.738 -4.935
96 H -3.181 -5.670 -5.302
97 H -3.642 0.122 -8.745
98 H -1.898 -0.310 -8.168
99 H -3.174 0.290 -7.121
100 H -5.383 -0.157 -5.484
101 H -6.401 -1.414 -4.569
102 H -6.834 -0.788 -6.136
103 C -1.869 4.665 -2.443
104 O -3.227 4.806 -2.805
105 P -4.309 5.803 -2.062
106 O -5.041 5.149 -1.017
107 O -3.392 7.011 -1.481
108 C -3.156 7.061 -0.014
109 O -5.144 6.458 -3.320
110 C -6.179 5.743 -3.792
111 H -1.660 5.106 -1.468
112 H -1.385 5.196 -3.262
113 H -1.600 3.621 -2.604
114 H -3.779 6.380 0.565
115 H -3.389 8.071 0.321
116 H -2.102 6.853 0.174
117 H -6.021 5.714 -4.870
118 H -7.118 6.220 -3.511
119 H -6.239 4.757 -3.332
120 C 1.120 -7.615 -1.754
121 O 0.500 -6.502 -1.184
122 P 0.167 -5.074 -1.955
123 O 1.269 -4.077 -1.720
124 O -0.054 -5.379 -3.471
125 C 0.976 -5.305 -4.377
126 O -1.311 -4.517 -1.400
127 C -2.362 -5.390 -1.069
128 H 1.446 -7.463 -2.783
129 H 0.392 -8.426 -1.776
130 H 1.899 -7.996 -1.094
131 H 1.184 -6.279 -4.820
132 H 1.898 -5.089 -3.839
133 H 0.646 -4.646 -5.180
134 H -2.495 -5.443 0.011
135 H -2.041 -6.379 -1.396
136 H -3.320 -5.268 -1.574
137 C 1.974 -0.729 -0.391
138 O 1.383 0.560 -0.452
139 P -0.207 0.752 -0.240
140 O -0.708 2.038 -0.730
141 O -0.844 -0.668 -0.804
142 C -0.865 -0.884 -2.207
143 O -0.321 0.440 1.390
144 C 0.536 1.079 2.380
145 H 2.750 -0.784 -1.155
146 H 1.288 -1.522 -0.690
147 H 2.387 -0.977 0.588
148 H -0.229 -1.758 -2.350
149 H -0.305 -0.174 -2.814
150 H -1.904 -0.897 -2.537
151 H 1.072 1.952 2.008
152 H 1.153 0.365 2.926
153 H -0.273 1.570 2.920
154 C -0.765 2.499 -4.845
155 O -0.411 1.530 -5.742
156 H -1.762 2.278 -4.463
157 H -0.104 2.439 -3.980
158 H -0.749 3.506 -5.261
159 H -0.753 0.647 -5.581
160 C -2.750 -2.233 0.931
161 O -2.309 -1.900 2.199
162 H -2.164 -3.008 0.437
163 H -3.734 -2.686 1.055
164 H -2.917 -1.383 0.268
165 H -1.599 -1.257 2.146
166 C 0.381 -3.742 1.718
167 O 0.292 -3.638 3.158
168 H -0.500 -4.292 1.388
169 H 0.260 -2.707 1.396
170 H 1.409 -3.990 1.453
171 H -0.522 -3.215 3.441
172 C 1.315 4.619 -0.839
173 O 1.184 3.808 -1.974
174 H 1.684 5.579 -1.201
175 H 0.410 4.858 -0.281
176 H 2.162 4.312 -0.225
177 H 0.568 3.117 -1.719
178 C -4.469 1.855 -1.637
179 O -5.491 1.457 -0.673
180 H -4.912 2.190 -2.574
181 H -3.832 2.663 -1.276
182 H -3.942 0.992 -2.043
183 H -6.149 2.145 -0.799
184 C 3.698 2.744 3.277
185 O 3.030 3.700 3.984
186 H 4.747 2.992 3.439
187 H 3.646 1.827 3.864
188 H 3.472 2.719 2.211
189 H 3.198 3.777 4.926

M, g/mol: 1452.93
Total charge: 0
Maximum force, eV/Å: 5.5
Relative energy (zero: lowest compared OMol25 entry of this formula, charge and spin), kcal/mol: 125.7
HOMO level, eV: -9.55
Frontier orbital gap, eV: 9.9

***

Density functional theory data (ωB97M-V/def2-TZVPD) for one molecule with the formula C4H7N3 in a non-equilibrium geometry.

Element x y z (Å)
1 H -1.436 1.325 -2.070
2 N -1.312 0.615 -1.358
3 C -0.216 0.682 -0.716
4 N 0.707 1.718 -0.699
5 N 0.019 -0.348 0.163
6 C 1.003 -0.288 1.218
7 C -0.935 -1.307 0.184
8 C -1.658 -2.264 0.289
9 H 1.661 1.489 -0.473
10 H 0.613 2.365 -1.466
11 H 2.013 -0.442 0.823
12 H 0.965 0.674 1.731
13 H 0.798 -1.082 1.934
14 H -2.222 -3.137 0.439

M, g/mol: 97.12
Total charge: 0
Maximum force, eV/Å: 1.2
SMILES: [H]/N=C(\N)N(C)C#C
Relative energy (zero: lowest compared OMol25 entry of this formula, charge and spin), kcal/mol: 50.6
HOMO level, eV: -8.35
Frontier orbital gap, eV: 9.1

***

Density functional theory data (ωB97M-V/def2-TZVPD) for one molecule with the formula C19H19ClFN5O in a non-equilibrium geometry.

Element x y z (Å)
1 N -2.723 4.530 -3.635
2 C -2.704 3.768 -2.759
3 N -2.609 2.867 -1.790
4 C -1.415 2.921 -0.961
5 C -1.103 1.506 -0.472
6 C -2.315 0.926 0.265
7 C -3.660 1.359 -0.124
8 N -4.538 0.878 0.686
9 N -3.839 0.114 1.595
10 C -2.477 0.121 1.361
11 C -1.452 -0.542 2.210
12 O -1.557 -0.358 3.403
13 N -0.290 -1.171 1.735
14 C -0.255 -1.688 0.349
15 C 0.770 -2.790 0.186
16 C 2.155 -2.334 0.662
17 C 2.756 -1.245 -0.235
18 C 2.438 0.132 -0.072
19 C 2.972 1.065 -0.950
20 C 3.731 0.628 -2.066
21 C 4.026 -0.732 -2.279
22 F 4.801 -1.077 -3.372
23 C 3.480 -1.654 -1.393
24 Cl 3.729 -3.347 -1.806
25 C 2.061 -1.941 2.159
26 C 0.667 -1.681 2.694
27 C -3.906 2.301 -1.226
28 H -1.568 3.568 -0.071
29 H -0.558 3.319 -1.551
30 H -0.251 1.577 0.184
31 H -0.837 0.799 -1.249
32 H -4.264 -0.345 2.438
33 H -0.075 -0.960 -0.443
34 H -1.281 -2.085 0.110
35 H 0.450 -3.686 0.717
36 H 0.740 -3.090 -0.862
37 H 2.850 -3.197 0.605
38 H 1.813 0.490 0.744
39 H 2.799 2.109 -0.837
40 H 4.154 1.400 -2.711
41 H 2.673 -1.083 2.267
42 H 2.525 -2.731 2.708
43 H 0.239 -2.522 3.225
44 H 0.805 -0.904 3.466
45 H -4.566 3.064 -0.863
46 H -4.387 1.720 -2.041

M, g/mol: 387.85
Total charge: 0
Maximum force, eV/Å: 3.8
SMILES: N#CN1CCc2c(n[nH]c2C(=O)N2CCC(c3cccc(F)c3Cl)CC2)C1
Relative energy (zero: lowest compared OMol25 entry of this formula, charge and spin), kcal/mol: 15.3
HOMO level, eV: -9.40
Frontier orbital gap, eV: 9.7

***

Density functional theory data (ωB97M-V/def2-TZVPD) for a 2-piece molecular cluster, C4H8N3O2P overall in a non-equilibrium geometry.

Element x y z (Å)
1 C -0.520 0.735 -1.020
2 C 0.899 -0.938 -0.281
3 C -1.626 0.562 0.886
4 C -1.310 -0.476 -1.157
5 N -0.744 1.428 0.136
6 N 0.732 -2.038 0.277
7 N -2.034 -0.593 0.029
8 O 3.590 -0.104 0.053
9 O 1.696 1.292 0.928
10 P 2.191 0.281 -0.179
11 H 0.075 1.106 -1.824
12 H -1.005 0.172 1.759
13 H -2.542 1.055 1.226
14 H -1.454 -1.230 -1.926
15 H 1.337 -2.372 0.961
16 H 0.837 1.671 1.128
17 H -2.154 -1.447 0.471
18 H 2.031 0.894 -1.467

M, g/mol: 161.10
Total charge: 0
Maximum force, eV/Å: 4.2
Relative energy (zero: lowest compared OMol25 entry of this formula, charge and spin), kcal/mol: 61.3
HOMO level (spin up / spin down), eV: -7.56 / -7.68
Frontier orbital gap (spin up / spin down), eV: 7.2 / 7.2

***

Density functional theory data (ωB97M-V/def2-TZVPD) for C26H35FN4O2OsPTe as an isolated structure.

Element x y z (Å)
1 Os 0.214 -0.628 -0.029
2 N 2.100 0.083 -0.786
3 C 2.210 1.563 -0.626
4 C 3.212 2.241 -1.547
5 C 2.883 2.255 -3.058
6 C 2.887 3.677 -3.648
7 N 1.586 4.333 -3.578
8 C 0.822 4.748 -4.581
9 N -0.372 5.277 -4.305
10 N 1.196 4.634 -5.856
11 C 0.789 2.105 -0.727
12 O 0.503 3.183 -1.167
13 O -0.112 1.270 -0.209
14 H 2.863 -0.375 -0.287
15 H 2.242 -0.182 -1.762
16 H 2.518 1.734 0.409
17 H 4.187 1.781 -1.374
18 H 3.312 3.265 -1.183
19 H 1.917 1.784 -3.266
20 H 3.630 1.674 -3.599
21 H 3.250 3.674 -4.673
22 H 3.597 4.291 -3.091
23 H 1.192 4.403 -2.648
24 H -0.648 5.456 -3.354
25 H -0.938 5.688 -5.028
26 H 2.116 4.326 -6.111
27 H 0.646 5.057 -6.586
28 F -1.276 -1.345 0.899
29 Te -2.412 -0.056 3.913
30 C -2.241 0.463 5.900
31 C -1.229 1.365 6.250
32 C -1.107 1.761 7.568
33 C -1.993 1.275 8.524
34 C -3.012 0.397 8.168
35 C -3.145 -0.016 6.855
36 C -3.222 -1.945 4.110
37 C -4.112 -2.373 3.122
38 C -4.680 -3.631 3.228
39 C -4.350 -4.454 4.300
40 C -3.447 -4.030 5.268
41 C -2.877 -2.771 5.183
42 H -0.544 1.751 5.505
43 H -0.325 2.451 7.854
44 H -1.896 1.591 9.554
45 H -3.709 0.042 8.914
46 H -3.951 -0.681 6.575
47 H -4.377 -1.728 2.293
48 H -5.388 -3.967 2.483
49 H -4.801 -5.434 4.382
50 H -3.189 -4.680 6.092
51 H -2.170 -2.444 5.934
52 C -0.402 -3.613 -1.174
53 P -0.025 -1.977 -1.851
54 C -1.429 -1.476 -2.856
55 C 1.422 -2.141 -2.900
56 C 2.582 -2.708 -2.358
57 C 3.707 -2.877 -3.146
58 C 3.684 -2.480 -4.480
59 C 2.539 -1.916 -5.022
60 C 1.406 -1.743 -4.237
61 H 0.421 -3.990 -0.567
62 H -0.565 -4.309 -1.999
63 H -1.301 -3.543 -0.561
64 H -1.564 -2.166 -3.690
65 H -1.290 -0.463 -3.231
66 H -2.321 -1.496 -2.229
67 H 2.601 -3.046 -1.326
68 H 4.595 -3.334 -2.732
69 H 4.558 -2.627 -5.100
70 H 2.517 -1.627 -6.065
71 H 0.513 -1.321 -4.680

M, g/mol: 803.39
Total charge: +3
Maximum force, eV/Å: 0.6
HOMO level (spin up / spin down), eV: -14.26 / -14.33
Frontier orbital gap (spin up / spin down), eV: 2.7 / 2.8

***

Density functional theory data (ωB97M-V/def2-TZVPD) for one molecule with the formula C5H9NOS in a non-equilibrium geometry.

Element x y z (Å)
1 C -2.820 -0.733 -0.224
2 C -1.931 0.464 0.266
3 C -0.522 0.129 0.152
4 N -0.242 -1.112 -0.069
5 S 1.368 -1.431 -0.009
6 C 1.974 0.267 -0.041
7 C 0.655 1.122 0.300
8 O 0.367 2.411 -0.242
9 H -2.725 -0.754 -1.394
10 H -2.586 -1.694 0.304
11 H -3.829 -0.363 0.156
12 H -2.120 0.764 1.390
13 H -2.235 1.244 -0.438
14 H 2.665 0.545 0.727
15 H 2.378 0.456 -1.120
16 H 0.603 1.398 1.397
17 H 0.586 2.304 -1.178

M, g/mol: 131.20
Total charge: 0
Maximum force, eV/Å: 3.0
SMILES: CCC1=NSC[C@H]1O
Relative energy (zero: lowest compared OMol25 entry of this formula, charge and spin), kcal/mol: 52.0
HOMO level, eV: -8.25
Frontier orbital gap, eV: 8.9